Entry 1:
A 10-piece molecular cluster, C33H78N10O9 overall at a distorted geometry, computed with ωB97M-V/def2-TZVPD.

Last column: Mulliken charge in e.
Atoms and positions in Å:
C: 29.87 -12.35 6.41  -0.977
C: 29.91 -12.94 5.07  -0.565
N: 30.09 -14.44 5.06  0.073
C: 31.22 -14.96 5.83  -0.418
C: 31.90 -16.13 5.18  -1.334
C: 28.80 -15.22 5.22  -0.402
C: 27.86 -15.01 4.01  -1.224
H: 29.18 -12.83 7.11  0.255
H: 29.70 -11.29 6.62  0.402
H: 30.84 -12.39 6.91  0.280
H: 29.03 -12.79 4.45  0.244
H: 30.65 -12.46 4.42  0.313
H: 31.92 -14.12 5.94  0.426
H: 30.82 -15.33 6.77  0.276
H: 32.84 -16.13 5.73  0.382
H: 31.31 -17.05 5.11  0.286
H: 32.27 -16.03 4.16  0.344
H: 28.28 -14.77 6.07  0.226
H: 28.98 -16.28 5.40  0.405
H: 26.97 -15.52 4.38  0.355
H: 28.15 -15.62 3.16  0.296
H: 27.60 -14.04 3.57  0.358
C: 31.24 -13.28 -1.98  -0.920
N: 31.85 -12.65 -3.17  0.033
C: 33.11 -13.24 -3.55  -0.892
C: 31.60 -11.36 -3.41  0.229
O: 32.28 -10.68 -4.23  -0.622
H: 30.28 -12.84 -1.73  0.354
H: 31.91 -13.37 -1.13  0.300
H: 30.97 -14.29 -2.29  0.314
H: 33.69 -12.70 -4.30  0.313
H: 33.70 -13.49 -2.67  0.280
H: 32.79 -14.17 -4.03  0.327
H: 30.71 -11.02 -2.84  0.284
C: 21.40 -14.36 -0.17  -0.880
N: 22.39 -14.79 -1.26  0.059
C: 22.99 -13.72 -1.98  -0.912
C: 22.78 -16.06 -1.42  0.219
O: 23.71 -16.43 -2.12  -0.618
H: 21.86 -13.90 0.70  0.335
H: 21.01 -15.29 0.24  0.288
H: 20.56 -13.87 -0.66  0.328
H: 23.07 -12.86 -1.30  0.292
H: 23.90 -14.09 -2.45  0.328
H: 22.28 -13.46 -2.77  0.298
H: 22.22 -16.75 -0.77  0.264
C: 24.47 -6.01 -0.60  -0.968
N: 25.23 -5.73 0.63  0.055
C: 25.58 -4.35 0.77  -0.868
C: 25.85 -6.69 1.32  0.199
O: 25.77 -7.86 1.02  -0.597
H: 25.05 -5.89 -1.51  0.338
H: 23.59 -5.37 -0.61  0.339
H: 24.10 -7.03 -0.62  0.299
H: 24.73 -3.73 0.53  0.289
H: 26.05 -4.01 1.70  0.294
H: 26.12 -4.01 -0.11  0.356
H: 26.32 -6.26 2.22  0.263
C: 24.05 -21.60 4.79  -0.768
N: 24.38 -21.60 6.21  0.026
C: 25.16 -22.78 6.72  -0.879
C: 23.78 -20.79 7.16  0.210
O: 24.04 -20.88 8.37  -0.605
H: 24.98 -21.77 4.25  0.245
H: 23.54 -20.67 4.52  0.276
H: 23.36 -22.43 4.66  0.323
H: 24.53 -23.65 6.57  0.326
H: 26.11 -22.85 6.19  0.288
H: 25.24 -22.71 7.81  0.292
H: 23.11 -20.05 6.69  0.265
C: 18.35 -25.51 -1.00  -0.984
N: 17.26 -25.16 -0.16  0.107
C: 16.09 -26.11 -0.16  -0.873
C: 17.23 -24.06 0.47  0.241
O: 18.24 -23.29 0.50  -0.663
H: 19.07 -24.70 -1.13  0.315
H: 18.10 -25.77 -2.03  0.320
H: 18.87 -26.32 -0.47  0.341
H: 15.27 -25.86 0.50  0.288
H: 15.41 -26.34 -0.98  0.356
H: 16.37 -27.15 0.01  0.321
H: 16.24 -23.88 0.91  0.230
C: 22.99 -8.77 -7.45  -0.837
N: 24.11 -9.76 -7.60  0.042
C: 25.53 -9.45 -7.31  -0.869
C: 23.76 -10.79 -8.43  0.092
O: 24.60 -11.45 -9.10  -0.614
H: 23.17 -8.03 -8.22  0.310
H: 23.24 -8.43 -6.45  0.262
H: 21.93 -9.02 -7.48  0.339
H: 25.87 -8.71 -8.03  0.323
H: 25.71 -9.22 -6.26  0.289
H: 26.09 -10.32 -7.63  0.319
H: 22.68 -10.98 -8.54  0.343
C: 13.86 -15.14 0.63  -0.885
N: 13.48 -15.14 2.06  0.034
C: 14.48 -15.82 2.93  -0.860
C: 12.21 -14.83 2.52  0.154
O: 11.92 -15.12 3.70  -0.611
H: 14.00 -16.20 0.43  0.348
H: 14.77 -14.53 0.60  0.289
H: 13.18 -14.73 -0.12  0.309
H: 14.32 -16.86 3.19  0.301
H: 15.45 -15.56 2.50  0.286
H: 14.38 -15.48 3.96  0.334
H: 11.56 -14.45 1.72  0.300
C: 17.11 -20.29 -7.05  -0.883
N: 17.86 -19.07 -6.62  0.083
C: 19.01 -19.34 -5.82  -0.948
C: 17.31 -17.81 -6.77  0.201
O: 17.94 -16.76 -6.50  -0.601
H: 16.89 -21.10 -6.35  0.339
H: 17.69 -20.85 -7.79  0.343
H: 16.21 -20.00 -7.59  0.263
H: 18.84 -19.41 -4.75  0.294
H: 19.46 -20.26 -6.19  0.337
H: 19.87 -18.69 -5.96  0.328
H: 16.32 -17.91 -7.25  0.244
C: 19.22 -7.53 2.72  -0.902
N: 18.39 -6.96 1.74  0.059
C: 17.80 -8.02 0.90  -0.917
C: 17.84 -5.76 1.65  0.163
O: 17.18 -5.41 0.68  -0.603
H: 20.02 -8.10 2.23  0.270
H: 18.60 -8.00 3.47  0.384
H: 19.70 -6.78 3.35  0.328
H: 17.08 -7.76 0.12  0.301
H: 18.59 -8.50 0.31  0.309
H: 17.35 -8.72 1.60  0.313
H: 18.12 -5.08 2.47  0.295

Its energy is -68807.943 eV. As for the SMILES: CCN(CC)CC.CN(C)C=O.CN(C)C=O.CN(C)C=O.CN(C)C=O.CN(C)C=O.CN(C)C=O.CN(C)C=O.CN(C)C=O.CN(C)C=O. The value obtained for the largest force on an atom is 5.95 eV/Å. For the LUMO energy, the calculation gives 0.1 eV. The value obtained for the HOMO-LUMO gap is 7.98 eV.

---

Entry 2:
C33H79AsF6N9O7Pb as an isolated structure at a distorted geometry, computed with ωB97M-V/def2-TZVPD.

Last column: Mulliken spin population.
Atoms and positions in Å:
Pb: 2.60 -2.51 2.10  0.000
As: 0.68 -0.56 -1.08  0.002
F: 1.18 -1.45 0.38  0.000
F: 2.37 -0.53 -1.69  0.001
F: 0.13 0.21 -2.59  0.003
F: -1.02 -0.59 -0.50  0.000
F: 0.90 1.00 -0.26  0.000
F: 0.38 -2.15 -1.85  0.000
C: 1.11 -4.14 -5.36  0.023
C: 0.45 -2.77 -5.03  0.033
N: -0.11 -2.10 -6.24  0.775
C: 0.84 -1.78 -7.35  -0.030
C: 1.84 -0.73 -7.01  0.073
C: -0.88 -0.88 -5.86  0.043
C: -2.10 -1.24 -5.08  0.026
H: 1.41 -4.70 -4.47  -0.004
H: 2.03 -4.10 -5.95  0.000
H: 0.47 -4.84 -5.89  -0.003
H: -0.36 -2.89 -4.31  -0.008
H: 1.26 -2.16 -4.63  0.030
H: 1.28 -2.71 -7.69  0.002
H: 0.30 -1.50 -8.26  0.009
H: 2.44 -0.60 -7.91  0.002
H: 1.44 0.25 -6.72  -0.002
H: 2.51 -0.99 -6.19  0.000
H: -1.16 -0.21 -6.67  0.015
H: -0.27 -0.25 -5.22  0.017
H: -2.93 -0.54 -5.06  0.000
H: -1.78 -1.41 -4.06  0.000
H: -2.51 -2.20 -5.39  -0.008
C: -1.76 3.70 5.39  0.000
C: -2.52 3.43 4.07  0.000
N: -3.06 2.04 3.96  0.000
C: -3.73 1.74 2.60  0.000
C: -2.70 1.57 1.49  0.000
C: -4.04 1.68 5.05  0.000
C: -5.17 2.72 5.19  0.000
H: -2.37 3.42 6.25  0.000
H: -1.49 4.76 5.44  0.000
H: -0.92 3.01 5.45  0.000
H: -3.27 4.21 3.97  0.000
H: -1.88 3.63 3.21  0.000
H: -4.28 0.82 2.76  0.000
H: -4.44 2.50 2.26  0.000
H: -3.22 1.07 0.67  0.000
H: -2.43 2.52 1.03  0.000
H: -1.84 0.98 1.80  0.000
H: -3.40 1.64 5.93  0.000
H: -4.33 0.63 4.95  0.000
H: -5.83 2.75 4.32  0.000
H: -4.74 3.69 5.42  0.000
H: -5.92 2.49 5.94  0.000
C: -0.58 -5.36 3.91  0.000
C: -0.40 -4.62 2.56  0.000
O: 0.62 -4.01 2.26  0.000
N: -1.55 -4.58 1.83  0.000
C: -1.69 -3.83 0.52  0.000
H: 0.06 -6.23 4.02  0.000
H: -1.54 -5.82 4.13  0.000
H: -0.35 -4.67 4.72  0.000
H: -2.39 -4.91 2.27  0.000
H: -1.03 -2.97 0.36  0.000
H: -2.71 -3.46 0.60  0.000
H: -1.59 -4.46 -0.36  0.000
C: -1.43 -1.42 4.27  0.000
C: -0.27 -0.64 3.71  0.000
O: 0.67 -1.27 3.21  0.000
N: -0.26 0.70 3.80  0.000
C: 0.79 1.52 3.21  0.000
H: -2.07 -1.78 3.47  0.000
H: -2.10 -0.92 4.96  0.000
H: -1.17 -2.36 4.76  0.000
H: -1.13 1.15 4.06  0.000
H: 0.39 2.46 2.83  0.000
H: 1.18 0.97 2.35  0.000
H: 1.52 1.63 4.01  0.000
C: -5.78 1.16 -0.39  0.000
C: -5.29 1.30 -1.82  0.000
O: -5.46 2.39 -2.38  0.000
N: -4.80 0.22 -2.45  0.000
C: -4.47 -1.06 -1.82  0.000
H: -5.36 1.99 0.18  0.000
H: -5.45 0.24 0.09  0.000
H: -6.87 1.29 -0.37  0.000
H: -4.54 0.41 -3.41  0.000
H: -4.05 -1.82 -2.48  0.000
H: -5.41 -1.50 -1.48  0.000
H: -3.84 -0.96 -0.93  0.000
C: -1.92 2.30 -3.34  0.000
C: -2.11 3.70 -2.85  0.000
O: -3.18 4.27 -3.16  0.000
N: -1.11 4.30 -2.17  0.000
C: -0.10 3.65 -1.38  0.000
H: -0.91 2.27 -3.75  0.000
H: -2.60 1.97 -4.12  0.001
H: -1.98 1.56 -2.55  -0.001
H: -1.19 5.31 -2.07  0.000
H: 0.71 3.34 -2.04  0.000
H: -0.56 2.81 -0.85  0.000
H: 0.21 4.35 -0.61  0.000
C: 3.25 3.50 0.81  0.000
C: 3.82 4.03 2.09  0.000
O: 3.70 3.43 3.18  0.000
N: 4.32 5.26 2.07  0.000
C: 4.99 5.92 3.16  0.000
H: 2.75 2.54 0.95  0.000
H: 4.07 3.39 0.10  0.000
H: 2.54 4.21 0.38  0.000
H: 4.26 5.78 1.20  0.000
H: 5.38 5.22 3.90  0.000
H: 4.30 6.57 3.68  0.000
H: 5.85 6.44 2.73  0.000
C: 3.44 -3.63 -2.39  -0.004
C: 3.14 -4.18 -1.00  0.000
O: 3.34 -3.54 0.00  0.000
N: 2.76 -5.47 -0.99  0.000
C: 2.54 -6.29 0.21  0.000
H: 3.48 -4.38 -3.18  0.000
H: 4.36 -3.04 -2.38  0.000
H: 2.62 -2.95 -2.60  0.005
H: 2.72 -6.01 -1.84  0.000
H: 1.48 -6.51 0.35  0.000
H: 3.01 -5.87 1.10  0.000
H: 2.93 -7.28 0.01  0.000
C: 5.60 -0.38 -0.17  0.000
C: 4.86 0.12 1.12  0.000
O: 3.77 -0.37 1.42  0.000
N: 5.42 1.00 1.99  0.000
C: 6.50 1.89 1.59  0.000
H: 6.19 -1.27 0.01  0.000
H: 6.28 0.37 -0.57  0.000
H: 4.87 -0.69 -0.93  0.000
H: 4.96 1.32 2.83  0.000
H: 7.24 1.34 1.01  0.000
H: 6.99 2.20 2.51  0.000
H: 6.21 2.78 1.03  0.000

Its charge is +2. Its energy is -145629.077 eV. The value obtained for the largest force on an atom is 3.85 eV/Å. For the LUMO energy (alpha / beta), the calculation gives -4.8 / -8.3 eV. Its multiplicity is 2. The value obtained for the HOMO-LUMO gap (alpha / beta) is 7.15 / 3.67 eV.